69
Properties=species:S:1:pos:R:3:forces:R:3:lowdin_charge:R:1 method="wB97M-V/def2-TZVPD" e_tot_ha=-3295.51406 largest_force_ha_per_bohr=0.095 gap_ev=4.3 de_lowest_ev=1.5728 lumo_ev=4.014 molar_mass_g_mol=793.5 charge=-2
Ag 0.45063 -1.09440 -1.46265 0.1 -1.5 3.0 0.415
I 2.83293 0.18590 0.10965 0.4 0.3 1.1 1.004
C 2.57883 0.87580 2.15275 1.1 -0.7 -0.6 -0.532
C 3.68473 0.65820 2.97425 -0.9 -0.1 -1.4 -0.181
C 3.72603 1.13360 4.27225 -0.6 0.7 0.9 -0.105
C 2.67223 1.88650 4.74335 0.7 -0.4 -0.1 -0.058
C 1.53713 2.11890 3.94385 0.0 0.0 -0.2 -0.177
C 0.51403 2.93630 4.45975 -0.7 0.2 -0.3 -0.048
C -0.61227 3.21360 3.71465 0.6 0.2 1.1 -0.078
C -0.76557 2.60800 2.48415 0.7 -0.9 -0.8 -0.106
C 0.19053 1.74540 1.94035 -1.0 0.9 0.2 -0.274
P -0.37257 0.88250 0.40065 -0.1 -0.2 -0.4 0.992
C -0.66937 2.36250 -0.63685 0.0 0.1 0.0 -0.339
C 0.36353 2.76070 -1.48045 0.0 -0.1 -0.1 -0.108
C 0.23023 3.87750 -2.28395 0.0 0.3 -0.1 -0.082
C -0.93837 4.62210 -2.25225 0.1 0.1 -0.1 -0.109
C -1.97567 4.22760 -1.42475 -0.2 0.2 0.0 -0.100
C -1.84757 3.10420 -0.62775 0.1 0.0 -0.1 -0.104
C -2.07597 0.42700 0.87325 0.0 -0.1 0.1 -0.372
C -2.40977 0.03420 2.16695 0.1 0.1 -0.1 -0.107
C -3.67137 -0.45890 2.44835 -0.2 -0.1 0.1 -0.103
C -4.60567 -0.59910 1.43455 -0.1 0.0 0.0 -0.117
C -4.27077 -0.23950 0.13775 -0.2 0.0 0.1 -0.085
C -3.01997 0.27550 -0.14395 0.1 -0.1 0.0 -0.110
C 1.42463 1.54940 2.62475 -0.1 0.3 0.5 -0.195
H 4.53133 0.12930 2.56875 0.1 -0.1 -0.1 0.070
H 4.58843 0.93900 4.89695 0.0 0.0 0.0 0.095
H 2.69993 2.32080 5.73465 0.0 0.0 0.1 0.099
H 0.63563 3.34830 5.45325 0.0 0.0 0.1 0.099
H -1.39117 3.85950 4.10275 0.0 0.0 0.0 0.099
H -1.68127 2.76590 1.93595 0.0 0.0 0.0 0.090
H 1.26813 2.17560 -1.54415 0.0 -0.1 0.0 0.046
H 1.03273 4.16610 -2.95055 0.0 -0.1 0.0 0.100
H -1.04517 5.50230 -2.87695 0.0 0.0 0.0 0.089
H -2.89807 4.79830 -1.40785 0.0 0.0 0.0 0.091
H -2.68567 2.79570 -0.01815 0.0 0.0 0.0 0.093
H -1.66937 0.11530 2.95045 0.0 0.0 0.1 0.099
H -3.92907 -0.74400 3.46135 0.0 0.0 0.0 0.091
H -5.58897 -0.99990 1.64815 0.0 0.0 0.0 0.087
H -4.98217 -0.37160 -0.66835 0.0 0.0 0.0 0.103
H -2.75397 0.50400 -1.16575 0.1 0.0 -0.1 0.081
O -1.61477 -0.59120 -2.51525 -0.6 0.2 -0.2 -0.437
S -0.67767 -0.60350 -3.65815 -1.9 0.0 -1.4 0.177
O -1.35987 -0.34670 -4.91855 0.0 0.1 -0.2 -0.379
O 0.39153 0.38880 -3.39625 0.0 1.0 0.1 -0.495
O -0.01947 -1.96910 -3.70045 -0.9 -0.2 -0.1 -0.556
C 3.66843 -0.76760 -4.89755 -0.9 -0.1 0.3 -0.250
S 2.01883 -1.31590 -4.04605 3.6 -1.3 -3.0 0.835
C 2.38733 -3.09560 -4.44935 -0.5 0.7 0.1 -0.222
O 2.48713 -1.29770 -2.64255 0.4 0.4 1.5 -0.687
H 3.61473 -1.06180 -5.94125 0.0 0.0 -0.3 0.013
H 4.54793 -1.17920 -4.41885 0.2 -0.2 0.2 0.017
H 3.69053 0.31440 -4.82705 0.0 0.2 0.0 0.015
H 2.41623 -3.24270 -5.52325 0.0 0.0 -0.2 0.035
H 1.57543 -3.65920 -4.00815 -0.1 -0.1 0.0 0.032
H 3.32873 -3.36500 -3.98395 0.2 0.1 0.1 0.037
C -2.04617 -3.61180 0.18215 0.7 0.4 -0.2 -0.273
Si -0.17467 -3.00840 0.13175 -0.1 -0.8 0.7 0.518
C 0.12273 -2.70880 2.06645 -0.1 0.2 -0.7 -0.286
C 0.66943 -4.79500 0.02515 -0.2 0.8 -0.2 -0.303
H -2.27387 -4.27540 1.01495 0.1 -0.2 0.3 -0.007
H -2.28687 -4.13450 -0.73935 -0.1 -0.1 -0.3 -0.004
H -2.70367 -2.75120 0.24675 -0.2 0.2 0.0 -0.026
H -0.62907 -3.17370 2.70005 -0.2 -0.2 0.1 -0.008
H 0.11923 -1.64090 2.27625 0.0 0.3 0.2 -0.042
H 1.09653 -3.08580 2.36605 0.3 -0.1 0.0 -0.012
H 0.29083 -5.50710 0.75565 -0.2 -0.1 0.3 -0.011
H 1.73983 -4.69640 0.17615 0.3 0.0 0.0 -0.018
H 0.51853 -5.21730 -0.96435 0.0 -0.1 -0.3 -0.015